161
Properties=species:S:1:pos:R:3 method="wB97M-V/def2-TZVPD" e_tot_ha=-2621.054841 multiplicity=1 homo_energy_ev=-8.9 lumo_energy_ev=0.363 fmax_ev_per_a=2.5
C 0.935 -2.462 3.955
H 0.174 -2.608 -0.871
H -0.757 -1.490 4.946
H -1.329 -1.438 0.555
C 3.190 1.860 1.041
H -3.978 -1.484 -0.668
H 3.583 -0.340 -0.976
H 1.874 2.965 3.519
C -0.480 -0.845 0.202
H -1.141 0.081 -5.829
H 2.935 -3.839 1.962
O -3.967 5.972 -0.595
H 4.372 -3.437 2.954
H 0.448 0.388 5.885
H -0.176 -5.206 -1.308
H -2.356 -2.565 2.578
H -3.130 -4.993 1.243
H -4.170 2.664 -1.268
C -3.975 -3.883 2.701
C -2.198 4.479 -1.374
H -3.704 2.748 -4.628
C 3.440 3.935 -3.620
H 4.453 0.416 2.052
H 1.051 -6.534 1.804
H -6.133 -1.847 -2.766
C 3.143 -0.489 -3.514
O 0.608 -2.345 6.247
H 4.078 -6.164 0.967
H 2.665 2.775 1.396
C 4.763 -4.102 0.883
H 4.893 1.359 -0.050
C 4.374 2.274 0.217
H 4.013 2.865 -0.628
C -3.522 4.608 -0.672
O 4.061 -4.021 -0.335
H -3.847 6.387 -1.451
C -2.754 2.296 -4.964
C 1.507 3.715 -2.342
H 2.249 -1.101 -3.485
N 4.279 6.019 -4.071
H -1.287 3.729 1.609
H -3.716 2.741 3.773
H 1.571 0.820 0.737
H -4.765 -3.567 -0.083
C 0.664 -5.814 1.103
H 3.558 4.887 -5.615
H -3.409 1.589 5.023
H -6.250 -0.605 -1.527
H -1.948 2.937 -4.615
O -3.704 -4.225 1.305
H -0.662 3.713 5.007
C -3.612 -2.701 -2.442
H 3.555 2.876 -3.785
C -1.022 -5.266 -0.631
H -3.468 4.345 0.379
H -0.286 0.657 -1.309
H -1.375 5.053 -0.957
O 0.087 -0.024 1.224
C -3.960 0.975 1.666
H -1.622 1.838 3.127
H 3.929 1.778 3.077
H 3.456 -0.414 -4.548
O -5.319 -3.021 -0.677
H 1.848 4.395 4.488
H 5.818 -0.295 -3.835
H 0.508 -4.852 1.571
H -4.561 4.013 -2.387
H 2.933 0.519 -3.123
H -4.630 -1.946 2.210
H -1.166 -4.261 -0.227
H -0.454 0.728 -4.303
H 1.990 3.922 -1.389
H 0.594 -3.496 4.011
C -3.897 1.698 4.048
H 3.816 -2.340 1.667
H -5.003 -0.405 -2.696
H 5.045 2.861 0.826
H -5.899 -3.158 2.132
H 0.316 -1.846 7.032
C 4.141 4.761 -4.695
H 1.300 2.653 -2.518
C 4.985 -5.591 1.101
H 4.884 6.698 -4.527
H -5.401 -2.553 3.718
C 5.554 -0.286 -2.772
C 1.545 4.009 3.526
H -2.275 4.886 -2.385
H 6.386 -0.721 -2.233
H -4.345 -4.769 3.165
H -1.941 -4.016 3.564
C -1.285 0.153 -4.747
C -0.599 -6.291 0.425
H -4.289 -3.282 -3.072
H -0.432 -7.267 -0.044
H 3.908 -3.086 -0.548
H 5.954 3.905 -4.148
H -3.107 -1.855 -2.882
H 0.685 -2.029 3.010
H -1.921 -5.564 -1.188
H -1.456 -7.103 1.996
H 5.681 -5.979 0.354
H 1.302 -1.261 -0.981
H -1.896 0.611 -0.575
H -2.669 2.220 -6.042
H 1.423 -5.624 0.332
H -1.278 -0.884 -4.391
C -4.550 -2.084 -1.394
O -3.612 0.009 -4.934
H 2.077 4.499 2.725
C 0.883 -0.236 5.100
C 0.052 4.252 3.201
H -5.489 3.898 -0.905
H -0.649 0.284 1.821
H 0.688 0.163 4.105
C -2.705 -3.282 3.291
C -2.616 0.836 -4.431
O -1.875 0.948 2.815
H -1.390 -0.677 -1.763
C -5.057 -2.814 2.716
C -0.231 3.748 1.780
C -1.073 -0.024 -0.937
H 3.391 6.410 -3.813
O 2.124 4.374 -3.432
H -1.903 3.445 -1.469
C 3.935 -3.389 1.938
H 1.946 -0.245 5.350
H -3.584 1.926 1.254
C 4.273 -1.087 -2.641
H 0.361 4.369 1.111
H 4.436 -2.109 -2.970
H 6.154 4.669 -5.706
H 5.747 -3.635 0.784
H -2.869 -3.393 -2.017
H 4.055 4.035 -2.714
H 0.486 4.112 -2.260
H -2.880 -2.779 4.250
H -4.935 1.485 4.166
O -1.697 -6.443 1.335
H 2.034 -2.561 4.007
H 5.330 -5.771 2.138
O 3.884 -1.212 -1.320
H -0.265 5.291 3.325
H 5.361 0.770 -2.546
H 1.135 -2.229 0.526
H 5.174 3.087 -5.482
O -0.796 3.447 4.083
C -3.301 0.792 2.994
H 2.768 0.516 2.695
H -4.430 0.530 -4.909
C 3.630 1.066 2.326
H 0.113 2.758 1.550
H -2.733 0.938 -3.353
C 0.319 -1.641 5.081
H -3.725 0.166 0.981
C -4.504 3.721 -1.340
H -5.053 0.928 1.791
C 5.458 4.084 -5.090
O 2.394 1.065 0.259
C 0.613 -1.787 -0.327
C -5.529 -1.184 -2.126
H -3.371 -0.226 3.383